w.
Formula: C5H5Cl
Source: the OMol25 dataset
Level of theory: ωB97M-V with the def2-TZVPD basis set

Element x y z (Å)
C  -1.392  -0.459  -0.686
H  0.917  1.306  -1.005
C  1.613  0.563  0.885
C  -0.188  -0.153  -0.160
H  1.776  -0.511  -1.061
C  0.168  0.097  1.281
Cl  -1.728  -0.529  -2.414
H  0.447  -0.823  1.744
C  1.167  0.368  -0.596
H  -0.545  0.684  1.932
H  -2.236  -0.542  0.080

Calculated values
* 2S+1: 1
* HOMO level: -9.1 eV

Results of the Mulliken charge analysis, in e, for atoms 1 through 2: number 1, C, carries -0.34; number 2, H, carries 0.35

x.
Formula: C5H5Cl
Source: the OMol25 dataset
Level of theory: ωB97M-V with the def2-TZVPD basis set

Element x y z (Å)
H  -2.408  -0.072  0.184
Cl  -0.379  2.243  2.237
C  -0.734  0.607  -1.099
H  1.815  2.805  1.565
H  1.419  -0.871  -0.190
H  1.929  -1.347  1.709
C  1.474  0.632  1.189
H  -0.221  1.191  -1.829
C  1.630  -0.598  0.852
C  1.251  1.869  1.455
C  -1.811  0.404  -0.594

Calculated values
* 2S+1: 1
* HOMO level: -9.6 eV

Results of the Mulliken charge analysis, in e, for atoms 1 through 2: number 1, H, carries 0.28; number 2, Cl, carries -0.20

Quick look at relative energies in eV: w 0.831; x 0.000.